This record from OMol25 describes a cluster of 2 separate species, C5H13NO2 in total. The level of theory is ωB97M-V/def2-TZVPD.

Structure (XYZ):
```
21
Properties=species:S:1:pos:R:3:forces:R:3
O 1.123 1.650 -2.968 0.133 -0.093 -0.520
O 2.787 0.491 0.561 0.169 -0.272 0.080
N -0.425 -0.876 -0.094 -0.409 -0.006 0.732
C -0.735 -1.811 0.986 -0.206 0.105 -0.165
C 0.428 0.229 0.341 0.722 0.112 -0.049
C -0.024 1.096 1.531 -0.341 -0.339 0.029
C -1.648 -0.382 -0.740 0.467 0.515 -0.488
C 1.852 -0.265 0.594 -0.600 0.482 0.036
H -1.365 -2.609 0.594 -0.140 0.088 0.030
H -0.937 1.641 1.271 0.132 0.032 0.070
H -1.216 -1.346 1.855 -0.271 -0.007 -0.068
H 0.930 1.116 -3.753 -0.072 0.078 0.326
H -0.240 0.510 2.429 0.121 0.037 -0.068
H -2.559 -0.900 -0.447 0.116 -0.137 0.195
H 1.958 -1.333 0.835 0.263 -0.176 -0.090
H -1.788 0.693 -0.573 -0.153 -0.127 0.205
H 0.145 -2.302 1.363 0.562 -0.113 0.063
H 0.574 0.922 -0.489 -0.209 -0.136 -0.262
H 1.901 2.152 -3.243 -0.090 -0.003 0.239
H 0.769 1.804 1.763 -0.055 0.081 -0.020
H -1.530 -0.480 -1.815 -0.140 -0.120 -0.275
```
Forces are in eV/Å.

Calculated values
**Gap between HOMO and LUMO**: 0.3425 Eh
**E_tot**: -403.50142 Ha
**ΔE to the lowest compared entry with this formula, charge and spin**: 47.2 kcal/mol
**Structure (SMILES)**: C[C@@H](C=O)N(C)C.O
**F_max**: 0.8 eV/Å
**E_LUMO**: 0.76 eV

***

This record from OMol25 describes an isolated molecule of C5H8O. The level of theory is ωB97M-V/def2-TZVPD.

Structure (XYZ):
```
14
Properties=species:S:1:pos:R:3:forces:R:3
O -0.836 -1.019 -1.711 -0.007 0.024 -0.215
C -0.151 0.478 0.115 -0.192 -0.093 0.027
C 0.858 1.575 -0.115 0.059 0.057 -0.152
C -0.075 -0.872 -0.520 0.190 0.065 0.260
C -1.246 -1.746 -0.563 -0.158 -0.193 0.245
C 0.806 0.865 1.205 0.060 -0.067 0.223
H 0.476 2.593 -0.155 0.046 -0.245 -0.029
H -1.114 -2.824 -0.656 -0.027 0.156 0.151
H 1.709 1.398 -0.767 -0.151 -0.091 0.114
H 0.412 1.382 2.074 0.094 -0.042 -0.143
H 1.615 0.171 1.423 -0.145 0.084 -0.018
H -2.153 -1.421 -0.053 -0.009 0.016 -0.280
H -1.178 0.824 0.217 0.143 -0.049 0.059
H 0.878 -1.404 -0.494 0.096 0.379 -0.242
```
Forces are in eV/Å.

Calculated values
**Gap between HOMO and LUMO**: 0.4118 Eh
**E_tot**: -270.47615 Ha
**ΔE to the lowest compared entry with this formula, charge and spin**: 51.3 kcal/mol
**Structure (SMILES)**: C1CC1[C@H]1CO1
**F_max**: 0.5 eV/Å
**E_LUMO**: 1.21 eV

***

This record from OMol25 describes a cluster of 6 separate species, CH12O4S in total. The level of theory is ωB97M-V/def2-TZVPD.

Structure (XYZ):
```
18
Properties=species:S:1:pos:R:3:forces:R:3
S -2.950 0.147 -0.055 3.592 -0.399 -2.143
O 0.320 -1.198 -1.500 -1.791 2.963 1.323
O 1.211 0.968 1.712 -0.528 0.641 -0.785
O 2.248 -0.888 0.039 -0.718 0.095 0.779
O 0.188 2.744 -0.879 -0.287 -0.521 -0.057
C -1.975 -1.212 0.742 -2.544 -1.243 0.778
H 0.935 3.044 -1.402 0.136 -0.028 -0.094
H -0.068 -1.213 -2.392 0.054 0.546 0.348
H -0.919 -1.324 0.440 -0.837 0.270 0.471
H 1.596 0.175 1.304 0.491 -0.259 0.267
H -2.243 -1.091 1.803 1.126 0.063 -0.112
H -0.173 0.359 -0.690 0.486 -3.028 -2.201
H 1.421 -0.846 -0.548 2.188 -0.389 -0.068
H 3.079 -0.646 -0.378 -0.494 0.065 -0.407
H 1.245 0.944 2.663 0.067 -0.302 0.238
H 0.553 2.093 -0.267 0.275 0.393 0.560
H -2.587 -2.125 0.508 1.124 0.487 -0.162
H -1.883 0.070 -1.099 -2.342 0.648 1.265
```
Forces are in eV/Å.

Calculated values
**Gap between HOMO and LUMO**: 0.2470 Eh
**E_tot**: -744.23751 Ha
**ΔE to the lowest compared entry with this formula, charge and spin**: 128.7 kcal/mol
**F_max**: 4.2 eV/Å
**E_LUMO**: -2.46 eV

***

This record from OMol25 describes an isolated molecule of C3H5N3. The level of theory is ωB97M-V/def2-TZVPD.

Structure (XYZ):
```
11
Properties=species:S:1:pos:R:3:forces:R:3
N 0.165 0.138 0.072 -0.196 0.186 0.102
N 0.244 0.763 -1.101 0.016 1.035 0.631
N -0.616 0.234 -1.872 0.754 0.382 -0.616
C 0.945 0.725 1.137 0.049 -0.020 0.293
C -1.225 -0.820 -1.274 1.347 0.472 0.563
C -0.743 -0.870 0.059 0.224 0.115 -0.896
H 1.848 1.146 0.684 -0.261 -0.148 0.156
H 0.372 1.527 1.610 0.146 -0.125 0.063
H -0.917 -1.407 0.998 -0.071 -0.045 -0.893
H 1.210 -0.044 1.861 0.001 0.103 0.039
H -1.282 -1.392 -2.174 -2.010 -1.954 0.558
```
Forces are in eV/Å.

Calculated values
**Gap between HOMO and LUMO**: 0.3808 Eh
**E_tot**: -281.50148 Ha
**ΔE to the lowest compared entry with this formula, charge and spin**: 55.6 kcal/mol
**Structure (SMILES)**: Cn1ccnn1
**F_max**: 2.9 eV/Å
**E_LUMO**: 0.86 eV

***

This record from OMol25 describes a cluster of 3 separate species, C31H53BrN2O7 in total. The level of theory is ωB97M-V/def2-TZVPD.

Structure (XYZ):
```
94
Properties=species:S:1:pos:R:3:forces:R:3
Br 1.232 0.881 3.239 0.008 0.146 -0.088
O -3.923 -0.999 -4.858 -0.054 -0.065 -0.081
O -8.354 -2.178 -4.867 0.037 0.026 0.146
O -0.971 -0.011 0.448 0.068 0.063 -0.049
O 7.019 -2.182 7.537 -0.043 0.134 0.049
O -1.128 -0.268 3.994 0.031 0.041 0.016
O 0.737 4.931 -0.076 -0.047 -0.136 0.021
O 5.841 0.095 3.726 0.058 -0.055 0.048
N 4.527 -1.172 6.278 0.098 -0.092 -0.092
N -6.749 0.265 -4.362 0.035 -0.064 -0.119
C -8.763 -0.856 -5.196 -0.068 -0.007 -0.183
C 0.607 2.790 -1.062 -0.025 -0.124 0.104
C 3.920 -0.784 5.007 0.059 0.063 0.204
C 4.660 2.802 -0.785 -0.233 -0.593 0.104
C -0.867 2.118 1.334 0.000 0.407 0.042
C -7.570 0.010 -5.539 0.132 -0.052 0.140
C -1.064 5.257 2.901 0.251 0.171 0.321
C -8.573 -2.538 -3.517 0.023 -0.038 -0.086
C -2.073 -2.579 -2.340 0.372 0.386 0.152
C 7.044 -0.317 4.347 -0.009 0.167 -0.068
C -0.710 0.604 3.321 -0.382 -0.434 0.181
C -5.470 0.912 -4.639 -0.089 -0.012 0.161
C -4.449 0.156 -5.483 0.124 0.150 -0.051
C 7.188 -1.137 8.474 0.049 -0.052 -0.065
C -0.637 4.371 2.217 -0.583 0.078 -0.354
C -0.429 3.379 1.219 0.121 -0.463 0.089
C 0.340 3.789 0.010 0.133 0.310 0.078
C -0.934 -0.346 -2.428 0.442 0.154 -0.339
C 1.455 3.306 -2.183 0.215 -0.083 -0.339
C 0.107 1.542 -0.975 -0.011 0.239 -0.250
C -4.680 -2.185 -5.027 0.149 -0.004 0.191
C 4.943 -2.566 6.352 0.031 0.199 -0.030
C 2.750 2.521 -2.496 -0.045 0.101 0.154
C 4.783 -0.845 3.752 -0.171 0.006 -0.147
C 3.485 1.934 -1.286 0.503 0.095 -0.081
C -0.612 1.137 0.255 0.016 -0.291 0.107
C 0.287 0.540 -2.084 -0.214 0.079 -0.233
C 0.265 -2.360 -1.353 0.524 -0.045 -0.466
C -1.567 1.574 2.533 0.580 0.200 -0.208
C -0.689 -1.865 -2.445 -0.962 -0.254 0.527
C 5.754 -2.830 7.602 0.025 -0.190 -0.044
H -7.931 -1.974 -2.832 -0.059 0.037 0.031
H 4.562 3.841 -1.084 -0.029 0.171 0.085
H -4.831 -0.091 -6.481 -0.085 -0.055 0.038
H 4.140 -0.590 2.905 0.010 -0.002 -0.002
H 5.203 -2.517 8.494 -0.022 0.071 -0.018
H 0.845 3.363 -3.087 -0.038 -0.051 -0.115
H -7.927 0.965 -5.934 0.017 0.013 -0.016
H -2.877 -1.849 -2.310 -0.171 0.025 -0.229
H -1.771 -0.095 -1.789 -0.089 -0.127 0.268
H 1.177 -0.059 -1.893 0.042 -0.141 0.166
H 5.555 -2.870 5.492 -0.013 -0.108 0.010
H -2.455 1.028 2.235 -0.157 -0.106 0.118
H -2.140 -3.138 -1.411 0.002 -0.194 0.066
H 6.996 -1.485 9.494 -0.020 0.027 0.022
H 3.427 3.226 -2.977 0.050 0.047 -0.159
H -1.259 -0.076 -3.433 -0.124 0.060 -0.068
H 5.166 -1.854 3.558 0.057 -0.004 0.088
H 6.535 -0.284 8.261 -0.041 -0.011 0.064
H 7.193 -1.397 4.265 -0.020 -0.030 0.043
H -5.399 -2.314 -4.214 -0.113 -0.041 -0.093
H -7.013 -0.498 -6.338 -0.065 0.025 -0.081
H 8.223 -0.806 8.409 0.005 -0.018 -0.023
H -2.238 -3.249 -3.178 -0.094 -0.143 -0.025
H -3.597 0.826 -5.634 0.008 -0.017 -0.001
H -9.618 -2.386 -3.231 -0.003 0.015 0.037
H -0.296 -2.143 -3.419 0.310 0.097 -0.103
H 5.597 2.406 -1.165 0.147 0.178 -0.199
H -8.336 -3.596 -3.421 0.010 -0.002 -0.029
H -3.990 -3.028 -4.990 0.037 0.033 -0.021
H -5.003 1.129 -3.675 0.027 0.027 -0.019
H 2.823 1.729 -0.447 -0.268 0.011 -0.058
H 4.052 -3.200 6.369 -0.011 -0.006 -0.026
H -9.341 -0.413 -4.380 0.054 0.015 0.052
H 2.566 1.752 -3.239 -0.150 -0.182 0.010
H 0.522 1.121 -2.969 0.142 0.049 -0.115
H -9.412 -0.923 -6.073 -0.017 -0.002 0.017
H -1.825 2.384 3.212 -0.091 0.070 0.097
H 5.330 -0.581 6.448 0.016 0.015 0.014
H 1.730 4.330 -1.961 -0.081 0.135 0.177
H 3.030 -1.400 4.845 -0.001 -0.027 -0.010
H 3.894 0.970 -1.581 -0.022 -0.162 0.056
H 7.866 0.187 3.839 -0.019 -0.002 -0.021
H 4.729 2.728 0.297 0.045 0.237 0.135
H 0.017 -3.367 -1.033 -0.105 -0.130 0.056
H 7.076 -0.028 5.401 0.017 -0.109 0.038
H -1.370 6.061 3.522 -0.025 0.034 0.085
H -5.205 -2.206 -5.985 -0.048 0.056 0.001
H -6.574 -0.611 -3.888 -0.012 -0.018 0.021
H 5.941 -3.905 7.680 0.002 0.006 0.024
H 3.572 0.245 5.120 -0.030 0.004 -0.031
H 1.287 -2.416 -1.736 0.082 0.058 0.040
H 0.286 -1.711 -0.486 -0.201 0.019 0.181
H -5.669 1.876 -5.119 -0.003 -0.004 -0.038
```
Forces are in eV/Å.

Calculated values
**Gap between HOMO and LUMO**: 0.2546 Eh
**E_tot**: -4423.01722 Ha
**Structure (SMILES)**: C#CC1=C(CC(=O)Br)C(=O)C(CCC(C)C)=C(CCCC)C1=O.COCCNCCOC.COCCNCCOC
**F_max**: 1.1 eV/Å
**E_LUMO**: -1.60 eV